Here is C6H10O as an isolated structure from the OMol25 dataset. Energies are from wB97M-V/def2-TZVPD.

Its HOMO energy is -8.5 eV. The strongest force on any atom is 0.4 eV/Å.

Geometry (Å):
C1 -0.703 1.859 -0.158
C2 0.079 0.844 0.375
C3 1.156 0.333 -0.348
C4 1.368 -1.143 -0.211
C5 -0.122 -1.152 -0.405
C6 -0.657 -0.420 0.821
O1 -0.263 -1.007 2.047
H1 -0.251 2.600 -0.816
H2 -1.618 2.167 0.342
H3 -1.238 0.772 -1.244
H4 1.669 0.920 -1.110
H5 1.722 -1.528 0.750
H6 1.937 -1.568 -1.039
H7 -0.949 -0.080 -1.415
H8 -0.617 -1.963 -0.936
H9 -1.744 -0.290 0.806
H10 0.232 -0.343 2.541

---

Here is one molecule with the formula C6H10O from the OMol25 dataset. Energies are from wB97M-V/def2-TZVPD.

As for the SMILES: CC1(O)CC=CC1. Its HOMO energy is -9.2 eV. The strongest force on any atom is 0.3 eV/Å.

Geometry (Å):
C1 1.712 0.804 0.165
C2 0.224 0.468 0.182
O1 -0.524 1.574 0.685
C3 -0.135 -0.708 1.116
C4 -1.265 -1.400 0.397
C5 -1.377 -0.987 -0.863
C6 -0.331 0.045 -1.200
H1 1.921 1.626 -0.530
H2 2.308 -0.062 -0.148
H3 2.040 1.110 1.163
H4 -0.614 2.220 -0.026
H5 0.718 -1.387 1.256
H6 -0.414 -0.319 2.101
H7 -1.888 -2.157 0.866
H8 -2.103 -1.350 -1.584
H9 -0.730 0.910 -1.747
H10 0.457 -0.387 -1.834

---

Here is one molecule with the formula C6H10O at a distorted geometry from the OMol25 dataset. Energies are from wB97M-V/def2-TZVPD.

As for the SMILES: C[C@H]1C[C@H]2OC[C@@H]12. Its HOMO energy is -9.4 eV. The strongest force on any atom is 1.3 eV/Å.

Geometry (Å):
C1 1.660 -0.544 -0.339
C2 0.787 0.315 0.533
C3 0.137 1.442 -0.284
C4 -1.230 0.766 -0.164
O1 -1.390 -0.339 -1.080
C5 -1.211 -1.283 -0.012
C6 -0.672 -0.194 0.913
H1 2.217 -1.355 0.145
H2 2.368 0.192 -0.722
H3 1.104 -0.947 -1.190
H4 1.377 0.666 1.405
H5 0.182 2.410 0.225
H6 0.545 1.507 -1.294
H7 -2.167 1.338 -0.103
H8 -0.551 -2.115 -0.280
H9 -2.188 -1.686 0.286
H10 -0.970 -0.171 1.960

---

Here is one molecule with the formula C6H10O from the OMol25 dataset. Energies are from wB97M-V/def2-TZVPD.

As for the SMILES: C/C=C(/C)CC=O. Its HOMO energy is -9.0 eV. The strongest force on any atom is 0.6 eV/Å.

Geometry (Å):
C1 0.620 1.750 -1.341
C2 0.788 0.306 -0.977
C3 -0.011 -0.469 -0.243
C4 0.212 -1.955 -0.157
C5 -1.102 0.057 0.652
C6 -0.546 0.205 2.061
O1 0.631 0.178 2.324
H1 0.517 1.809 -2.432
H2 -0.267 2.215 -0.902
H3 1.493 2.355 -1.070
H4 1.660 -0.174 -1.423
H5 -0.627 -2.485 -0.627
H6 1.127 -2.247 -0.680
H7 0.283 -2.306 0.880
H8 -1.983 -0.601 0.689
H9 -1.479 1.044 0.351
H10 -1.292 0.349 2.870

---

Here is one molecule with the formula C6H10O at a distorted geometry from the OMol25 dataset. Energies are from wB97M-V/def2-TZVPD.

As for the SMILES: C=CCCC(=C)O. Its HOMO energy is -8.5 eV. The strongest force on any atom is 1.6 eV/Å.

Geometry (Å):
C1 2.381 0.328 -0.348
C2 1.236 -0.332 -0.393
C3 0.113 0.390 -1.087
C4 -1.027 0.853 -0.163
C5 -1.327 -0.351 0.675
C6 -0.569 -0.711 1.695
O1 -2.202 -1.288 0.198
H1 3.351 -0.106 -0.188
H2 2.400 1.415 -0.368
H3 1.207 -1.398 -0.234
H4 0.746 1.168 -1.496
H5 -0.282 -0.261 -1.896
H6 -1.900 1.221 -0.706
H7 -0.651 1.657 0.478
H8 -0.054 0.012 2.297
H9 -0.740 -1.701 2.066
H10 -2.680 -0.896 -0.530

---

Here is one molecule with the formula C6H10O from the OMol25 dataset. Energies are from wB97M-V/def2-TZVPD.

As for the SMILES: C[C@H]1C[C@@]2(O)C[C@@H]12. Its HOMO energy is -8.9 eV. The strongest force on any atom is 0.7 eV/Å.

Geometry (Å):
C1 1.963 0.575 -0.115
C2 0.896 -0.509 -0.264
C3 0.052 -0.788 1.023
C4 -1.197 -0.328 0.292
O1 -2.432 -0.939 0.467
C5 -1.084 0.988 -0.395
C6 -0.422 -0.218 -1.001
H1 2.740 0.220 0.574
H2 1.565 1.501 0.316
H3 2.452 0.835 -1.060
H4 1.374 -1.411 -0.660
H5 0.334 -0.276 1.950
H6 -0.009 -1.866 1.198
H7 -3.091 -0.241 0.555
H8 -1.980 1.333 -0.907
H9 -0.484 1.781 0.044
H10 -0.808 -0.764 -1.850

---

Here is a 2-piece molecular cluster, C6H10O overall from the OMol25 dataset. Energies are from wB97M-V/def2-TZVPD.

As for the SMILES: C=CC=C.CC=O. Its HOMO energy is -8.7 eV. The strongest force on any atom is 0.7 eV/Å.

Geometry (Å):
C1 2.756 -1.245 0.495
C2 1.561 -1.363 1.073
C3 0.607 -0.262 1.208
C4 -0.391 -0.256 2.088
H1 3.035 -0.273 0.101
H2 3.453 -2.063 0.400
H3 1.254 -2.333 1.455
H4 0.764 0.585 0.552
H5 -1.092 0.556 2.209
H6 -0.545 -1.097 2.758
C5 -1.064 0.804 -2.631
C6 -1.841 0.849 -1.360
O1 -1.423 1.361 -0.357
H7 -0.331 1.606 -2.617
H8 -1.729 0.911 -3.492
H9 -0.604 -0.171 -2.797
H10 -2.838 0.373 -1.339

---

Here is one molecule with the formula C6H10O at a distorted geometry from the OMol25 dataset. Energies are from wB97M-V/def2-TZVPD.

As for the SMILES: C[C@H]1CC=CCO1. Its HOMO energy is -8.4 eV. The strongest force on any atom is 1.6 eV/Å.

Geometry (Å):
C1 -2.022 0.337 -0.109
C2 -0.774 0.159 0.741
C3 -0.039 -1.083 0.256
C4 1.456 -1.054 0.493
C5 1.868 -0.073 -0.305
C6 1.062 1.200 -0.350
O1 0.092 1.290 0.665
H1 -2.661 -0.544 0.020
H2 -1.745 0.393 -1.170
H3 -2.591 1.229 0.158
H4 -1.031 0.071 1.802
H5 -0.122 -1.067 -0.851
H6 -0.470 -2.034 0.540
H7 2.033 -1.953 0.704
H8 2.548 -0.269 -1.116
H9 1.776 2.006 -0.141
H10 0.618 1.394 -1.337

---

Here is one molecule with the formula C6H10O from the OMol25 dataset. Energies are from wB97M-V/def2-TZVPD.

Its HOMO energy is -7.5 eV. The strongest force on any atom is 0.3 eV/Å.

Geometry (Å):
C1 -2.317 -0.111 -0.759
O1 -1.601 -0.192 0.479
C2 -0.298 -0.077 0.520
C3 1.977 -0.152 -0.568
C4 0.219 -0.477 1.869
C5 0.559 0.380 -0.501
C6 0.002 1.476 -1.128
H1 -1.718 -0.544 -1.564
H2 -3.236 -0.672 -0.579
H3 -2.497 0.935 -0.994
H4 2.002 -1.247 -0.616
H5 2.641 0.145 0.256
H6 2.426 0.208 -1.495
H7 1.139 0.053 2.119
H8 0.420 -1.552 1.889
H9 -0.536 -0.268 2.627
H10 0.818 2.095 -1.556

---

Here is C6H10O as an isolated structure from the OMol25 dataset. Energies are from wB97M-V/def2-TZVPD.

Its HOMO energy is -9.2 eV. The strongest force on any atom is 0.4 eV/Å.

Geometry (Å):
C1 2.517 0.053 0.352
C2 1.082 0.361 -0.078
C3 -0.053 -0.346 0.678
O1 -0.885 0.614 1.399
C4 -2.035 0.165 0.693
C5 -1.887 0.361 -0.784
C6 -1.275 -0.839 -0.106
H1 2.785 -0.988 0.143
H2 2.694 0.245 1.416
H3 3.210 0.687 -0.214
H4 0.989 0.143 -1.149
H5 0.889 1.433 0.040
H6 0.314 -1.107 1.379
H7 -2.976 0.109 1.232
H8 -2.756 0.169 -1.408
H9 -1.230 1.152 -1.142
H10 -1.536 -1.870 -0.323

---

Here is one molecule with the formula C6H10O from the OMol25 dataset. Energies are from wB97M-V/def2-TZVPD.

As for the SMILES: O=CCCC1CC1. Its HOMO energy is -9.9 eV. The strongest force on any atom is 0.5 eV/Å.

Geometry (Å):
O1 -2.071 -0.963 -0.527
C1 -1.421 -1.814 0.034
C2 -0.098 -1.540 0.715
C3 0.058 -0.023 1.014
C4 1.028 0.641 0.047
C5 0.685 0.674 -1.417
C6 0.755 1.955 -0.638
H1 -1.811 -2.852 0.079
H2 0.004 -2.236 1.564
H3 0.705 -1.842 0.024
H4 0.380 0.131 2.049
H5 -0.920 0.465 0.912
H6 2.075 0.458 0.279
H7 1.467 0.456 -2.140
H8 -0.305 0.314 -1.685
H9 1.600 2.614 -0.824
H10 -0.175 2.481 -0.436

---

Here is one molecule with the formula C6H10O from the OMol25 dataset. Energies are from wB97M-V/def2-TZVPD.

Its HOMO energy is -8.2 eV. The strongest force on any atom is 0.6 eV/Å.

Geometry (Å):
C1 -2.315 -0.121 0.382
C2 -1.633 1.122 -0.067
C3 -0.242 1.190 0.423
C4 0.378 0.484 -0.833
C5 1.036 -0.851 -0.512
C6 2.321 -0.710 0.265
O1 2.802 0.348 0.599
H1 -2.999 0.275 1.154
H2 -1.709 -0.910 0.863
H3 -2.970 -0.549 -0.383
H4 -0.395 0.327 -1.601
H5 0.156 2.203 0.519
H6 0.003 0.613 1.330
H7 1.103 1.164 -1.287
H8 1.271 -1.408 -1.431
H9 0.367 -1.508 0.062
H10 2.828 -1.666 0.517

---

Here is one molecule with the formula C6H10O at a distorted geometry from the OMol25 dataset. Energies are from wB97M-V/def2-TZVPD.

As for the SMILES: C=CCCCC=O. Its HOMO energy is -9.1 eV. The strongest force on any atom is 3.7 eV/Å.

Geometry (Å):
C1 0.699 -1.346 1.270
C2 -0.624 -1.209 1.116
C3 -1.136 -0.503 -0.023
C4 -0.258 -0.285 -1.251
C5 0.609 0.923 -1.051
C6 0.306 1.625 0.190
O1 0.984 1.394 1.185
H1 1.393 -1.423 0.442
H2 1.079 -1.669 2.230
H3 -1.279 -1.310 1.978
H4 -1.042 0.717 0.459
H5 -2.198 -0.618 -0.228
H6 -0.887 -0.141 -2.133
H7 0.365 -1.157 -1.451
H8 1.688 0.763 -1.001
H9 0.477 1.639 -1.862
H10 -0.177 2.602 0.129

---

Here is one molecule with the formula C6H10O2 at a distorted geometry from the OMol25 dataset. Energies are from wB97M-V/def2-TZVPD.

As for the SMILES: C1=C\OCCOCC/1. Its HOMO energy is -8.5 eV. The strongest force on any atom is 5.7 eV/Å.

Geometry (Å):
C1 -0.318 1.409 0.032
C2 1.098 1.348 -0.001
O1 2.120 0.350 -0.161
C3 1.720 -1.188 0.185
C4 0.298 -0.792 -0.060
O2 -1.009 -1.454 0.056
C5 -1.965 -0.583 -0.195
C6 -1.717 0.878 0.198
H1 -0.554 2.388 -0.134
H2 1.440 2.356 -0.052
H3 1.924 -1.680 1.104
H4 2.340 -1.740 -0.589
H5 0.211 -0.433 -1.041
H6 -0.067 -0.232 0.802
H7 -2.870 -0.833 0.291
H8 -2.080 -0.395 -1.408
H9 -2.179 1.767 -0.459
H10 -1.743 1.201 1.372

---

Here is a 3-piece molecular cluster, C6H10O2 overall at a distorted geometry from the OMol25 dataset. Energies are from wB97M-V/def2-TZVPD.

As for the SMILES: c1ccccc1.O.O. Its HOMO energy is -9.5 eV. The strongest force on any atom is 4.1 eV/Å.

Geometry (Å):
C1 1.301 0.909 0.836
C2 -0.010 1.234 0.685
C3 -1.090 0.435 0.926
C4 -0.692 -0.850 1.122
C5 0.632 -1.364 1.162
C6 1.654 -0.449 1.213
H1 2.004 1.687 0.623
H2 -0.226 2.255 0.311
H3 -2.112 0.708 1.125
H4 -1.544 -1.570 1.057
H5 0.833 -2.430 1.330
H6 2.669 -0.632 1.420
O1 -1.441 1.889 -2.028
H7 -1.895 1.142 -1.697
H8 -0.619 1.714 -2.414
O2 0.188 -1.424 -2.240
H9 -0.442 -2.055 -1.884
H10 0.790 -1.199 -1.548

---

Here is one molecule with the formula C6H10O2 at a distorted geometry from the OMol25 dataset. Energies are from wB97M-V/def2-TZVPD.

As for the SMILES: CC(=O)C(O)=C(C)C. Its HOMO energy is -8.6 eV. The strongest force on any atom is 1.2 eV/Å.

Geometry (Å):
C1 0.779 2.555 0.661
C2 0.898 1.160 0.063
O1 1.913 0.822 -0.514
C3 -0.262 0.277 0.226
O2 -1.368 0.751 0.901
C4 -0.302 -0.988 -0.257
C5 0.828 -1.612 -1.002
C6 -1.513 -1.839 -0.057
H1 -0.046 3.103 0.206
H2 0.635 2.503 1.740
H3 1.703 3.090 0.460
H4 -1.206 1.654 1.192
H5 0.571 -2.626 -1.298
H6 1.075 -1.029 -1.888
H7 1.730 -1.631 -0.392
H8 -1.913 -2.144 -1.024
H9 -1.243 -2.742 0.489
H10 -2.279 -1.304 0.494

---

Here is one molecule with the formula C6H10O2 at a distorted geometry from the OMol25 dataset. Energies are from wB97M-V/def2-TZVPD.

As for the SMILES: CC(=O)C[C@@H](C)C=O. Its HOMO energy is -8.6 eV. The strongest force on any atom is 5.3 eV/Å.

Geometry (Å):
C1 -1.321 0.623 -1.947
C2 -0.328 1.455 -1.170
O1 -0.243 2.655 -1.324
C3 0.918 0.613 -0.103
C4 0.132 -0.115 0.863
C5 -0.367 -1.488 0.487
C6 1.419 -0.358 2.200
O2 1.097 -0.925 3.222
H1 -0.782 -0.137 -2.517
H2 -1.874 1.251 -2.653
H3 -2.024 0.147 -1.262
H4 1.534 0.002 -0.762
H5 1.467 1.468 0.292
H6 -0.628 0.484 1.368
H7 0.207 -1.926 -0.334
H8 -0.271 -2.172 1.337
H9 -1.434 -1.477 0.249
H10 2.497 -0.101 2.053

---

Here is C6H10O2 as an isolated structure from the OMol25 dataset. Energies are from wB97M-V/def2-TZVPD.

Its HOMO energy is -8.4 eV. The strongest force on any atom is 0.4 eV/Å.

Geometry (Å):
C1 -1.167 1.331 0.290
C2 -1.337 -1.082 0.275
C3 -1.483 0.125 0.942
O1 -1.611 -2.240 0.937
O2 -1.558 -1.233 -1.084
H1 -0.882 -0.737 -1.561
H2 -1.533 -2.963 0.302
H3 -1.437 0.062 2.022
H4 -1.211 2.242 0.878
H5 0.126 1.070 0.040
H6 -1.521 1.464 -0.731
C4 2.414 1.001 -0.591
C5 1.251 0.194 -0.145
C6 0.810 -0.935 0.172
H7 2.205 1.481 -1.551
H8 3.312 0.390 -0.702
H9 2.623 1.801 0.123
H10 0.998 -1.970 0.385

---

Here is C6H10O2 as an isolated structure at a distorted geometry from the OMol25 dataset. Energies are from wB97M-V/def2-TZVPD.

Its HOMO energy is -8.9 eV. The strongest force on any atom is 19.7 eV/Å.

Geometry (Å):
C1 0.197 2.351 1.129
C2 1.189 1.826 0.072
C3 1.175 0.249 0.131
C4 -0.107 -0.303 -0.341
C5 -0.249 -1.879 -0.379
C6 -1.514 -2.339 -0.872
H1 -0.608 2.315 0.933
H2 0.302 2.153 2.329
H3 0.453 3.290 0.795
H4 2.220 2.004 0.343
H5 1.236 1.748 -0.835
H6 -0.216 -2.066 1.050
H7 0.650 -2.131 -1.190
H8 -1.638 -1.895 -1.743
H9 -1.676 -3.231 -1.016
H10 -2.336 -2.115 -0.180
O1 1.976 -0.319 0.662
O2 -1.053 0.344 -0.889

---

Here is one molecule with the formula C6H10O2 at a distorted geometry from the OMol25 dataset. Energies are from wB97M-V/def2-TZVPD.

As for the SMILES: CC(C)(O)CC=C=O. Its HOMO energy is -7.9 eV. The strongest force on any atom is 4.0 eV/Å.

Geometry (Å):
C1 -1.592 -0.461 0.701
C2 -0.552 0.107 -0.257
C3 -0.139 1.499 0.207
O1 -0.997 0.248 -1.570
C4 0.609 -1.306 -0.377
C5 1.762 -0.421 -0.538
C6 2.641 -0.082 0.434
O2 3.003 0.313 1.489
H1 -2.439 0.230 0.776
H2 -2.016 -1.396 0.328
H3 -1.144 -0.609 1.687
H4 0.310 1.481 1.202
H5 -1.026 2.142 0.258
H6 0.512 2.001 -0.511
H7 -1.959 0.139 -1.645
H8 0.603 -1.849 0.569
H9 0.444 -1.983 -1.216
H10 1.979 -0.051 -1.535

---

It is found that the gap between HOMO and LUMO values, taken in the order of the records, are 9.012; 10.214; 10.554; 10.011; 9.375; 9.866; 9.745; 9.390; 8.040; 10.321; 10.952; 8.895; 9.754; 9.323; 10.237; 9.309; 9.363; 9.210; 8.514; 8.621 eV.
It is found that the energy above the lowest of the compared OMol25 structures with the same formula, charge and spin values, taken in the order of the records, are 519.7; 4.8; 158.7; 46.8; 170.8; 143.9; 142.0; 197.6; 361.8; 179.9; 81.6; 340.3; 240.1; 791.8; 92.5; 60.3; 234.5; 416.7; 840.2; 259.9 kJ/mol.
It is found that the M values, taken in the order of the records, are 98.1; 98.1; 98.1; 98.1; 98.1; 98.1; 98.1; 98.1; 98.1; 98.1; 98.1; 98.1; 98.1; 114.1; 114.1; 114.1; 114.1; 114.1; 114.1; 114.1 g/mol.